Entry 1:
{
  "formula": "C10H10F3FeNO2",
  "method": "ωB97M-V/def2-TZVPD",
  "symbols": ["C", "C", "C", "C", "C", "Fe", "C", "C", "C", "N", "H", "H", "H", "H", "H", "H", "H", "H", "H", "H", "F", "C", "F", "F", "C", "O", "O"],
  "positions_angstrom": [[-2.068, -0.625, -1.375], [-1.234, 0.514, -1.569], [-1.378, 1.366, -0.432], [-2.384, 0.806, 0.437], [-2.825, -0.421, -0.171], [-0.761, -0.654, 0.614], [2.043, -0.302, -1.862], [2.133, -1.404, -2.606], [2.126, -2.744, -2.634], [-1.245, -2.161, 1.008], [-0.894, 2.336, -0.303], [-0.651, 0.731, -2.460], [-2.806, 1.243, 1.349], [-3.662, -1.021, 0.177], [-2.210, -1.442, -2.077], [1.788, 0.687, -2.254], [-1.109, -3.075, 1.444], [2.309, -0.324, -0.797], [2.643, -3.342, -3.393], [1.524, -3.295, -1.889], [2.052, 3.340, 3.077], [1.388, 2.162, 3.234], [2.166, 1.359, 4.015], [0.236, 2.414, 3.931], [1.043, 1.452, 1.828], [1.401, 2.055, 0.815], [0.374, 0.347, 1.892]],
  "mulliken_spin": [0.03, 0.10, 0.01, 0.04, 0.03, 3.78, 0.01, 0.01, -0.01, 0.93, 0.00, 0.01, 0.00, 0.00, -0.01, 0.00, 0.04, 0.00, 0.00, 0.01, 0.00, 0.01, 0.00, 0.00, -0.01, 0.01, 0.01],
  "multiplicity": 6,
  "total_charge": -1,
  "total_energy_ev": -58653.633,
  "relative_energy_ev": 0.0000,
  "s2": 8.774,
  "orbital_gap_ev": [6.5, 6.6]
}

Entry 2:
{
  "formula": "C4H13N2O",
  "method": "ωB97M-V/def2-TZVPD",
  "symbols": ["C", "C", "C", "C", "N", "N", "H", "H", "H", "H", "H", "H", "H", "H", "H", "H", "H", "H", "H", "O"],
  "positions_angstrom": [[0.303, -0.869, -1.075], [-1.028, -1.374, -0.506], [-1.875, -0.169, 0.043], [-3.132, -0.427, 0.373], [-1.194, 1.104, 0.228], [1.138, -0.237, 0.047], [0.041, -0.027, -1.731], [0.973, -1.589, -1.524], [-1.579, -1.897, -1.278], [-1.004, -2.123, 0.320], [-3.500, -1.417, 0.124], [-3.892, 0.314, 0.571], [4.202, 1.563, 1.403], [-1.091, 1.311, 1.219], [-1.799, 1.799, -0.196], [2.153, -0.335, -0.030], [0.931, -0.641, 0.963], [0.979, 0.773, 0.130], [4.828, 1.952, 0.035], [4.545, 2.290, 0.885]],
  "lowdin_charge": [-0.11, -0.14, -0.37, 0.07, 0.04, 0.16, 0.14, 0.13, 0.12, 0.13, 0.08, 0.08, 0.01, 0.10, 0.10, 0.16, 0.16, 0.14, 0.03, -0.04],
  "total_charge": 1,
  "total_energy_ev": -9379.015,
  "relative_energy_ev": 2.5685,
  "orbital_gap_ev": 9.9
}

Entry 3:
{
  "formula": "C20H20ClN3O3S2",
  "method": "ωB97M-V/def2-TZVPD",
  "symbols": ["C", "C", "N", "N", "C", "C", "C", "C", "C", "C", "C", "Cl", "C", "C", "C", "S", "C", "S", "N", "C", "C", "C", "C", "C", "C", "O", "O", "C", "O", "H", "H", "H", "H", "H", "H", "H", "H", "H", "H", "H", "H", "H", "H", "H", "H", "H", "H", "H", "H"],
  "positions_angstrom": [[-3.047, -1.572, -3.596], [-3.138, -0.355, -2.754], [-4.099, 0.524, -2.904], [-3.892, 1.505, -2.014], [-4.798, 2.578, -1.945], [-4.369, 3.877, -1.703], [-5.299, 4.900, -1.651], [-6.644, 4.637, -1.852], [-7.063, 3.344, -2.120], [-6.145, 2.313, -2.168], [-2.780, 1.263, -1.280], [-2.360, 2.218, 0.064], [-2.238, 0.056, -1.722], [-1.084, -0.681, -1.328], [0.045, -0.286, -0.702], [0.536, 1.314, -0.188], [2.111, 0.727, 0.323], [3.277, 1.685, 0.942], [2.212, -0.612, 0.126], [3.394, -1.359, 0.504], [3.401, -1.674, 1.999], [4.661, -2.440, 2.390], [4.699, -2.722, 3.891], [5.969, -3.464, 4.296], [5.976, -4.892, 3.812], [5.012, -5.554, 3.540], [7.223, -5.378, 3.736], [1.121, -1.250, -0.437], [1.088, -2.434, -0.683], [-3.064, -2.466, -2.974], [-3.888, -1.594, -4.282], [-2.119, -1.572, -4.165], [-3.321, 4.093, -1.574], [-4.968, 5.909, -1.460], [-7.363, 5.441, -1.809], [-8.109, 3.137, -2.289], [-6.448, 1.300, -2.381], [-1.089, -1.729, -1.611], [3.378, -2.283, -0.079], [4.272, -0.764, 0.240], [3.354, -0.739, 2.560], [2.518, -2.268, 2.244], [5.539, -1.855, 2.108], [4.693, -3.386, 1.846], [4.645, -1.779, 4.438], [3.835, -3.329, 4.165], [6.048, -3.505, 5.386], [6.863, -2.966, 3.919], [7.210, -6.306, 3.451]],
  "lowdin_charge": [-0.02, -0.28, 0.15, -0.09, -0.21, -0.05, -0.08, -0.09, -0.08, -0.01, -0.57, 0.77, -0.17, -0.02, -0.41, 0.97, -1.09, 0.68, -0.10, -0.17, -0.19, -0.21, -0.20, -0.11, -0.54, 0.11, 0.10, -0.44, 0.11, 0.09, 0.08, 0.09, 0.09, 0.11, 0.10, 0.10, 0.11, 0.13, 0.13, 0.11, 0.09, 0.13, 0.12, 0.12, 0.12, 0.12, 0.13, 0.12, 0.13],
  "smiles": "Cc1nn(-c2ccccc2)c(Cl)c1/C=C1\\SC(=S)N(CCCCCC(=O)O)C1=O",
  "total_energy_ev": -65871.432,
  "relative_energy_ev": 0.0000,
  "orbital_gap_ev": 7.5
}

Entry 4:
{
  "formula": "C2H31O14",
  "method": "ωB97M-V/def2-TZVPD",
  "symbols": ["C", "C", "O", "H", "H", "H", "H", "H", "O", "H", "H", "O", "H", "H", "O", "H", "H", "O", "H", "H", "O", "H", "H", "O", "H", "H", "O", "H", "H", "O", "H", "H", "O", "H", "H", "O", "H", "H", "O", "H", "H", "O", "H", "H", "O", "H", "H"],
  "positions_angstrom": [[-0.030, -1.509, 0.704], [0.793, -0.350, 0.315], [0.281, 0.127, -0.881], [0.437, -1.878, 1.592], [0.024, -2.380, 0.016], [-1.095, -1.431, 0.805], [1.788, -0.605, 0.148], [0.613, 0.364, 1.088], [-1.915, -0.490, 3.059], [-2.170, 0.310, 2.577], [-1.378, -0.993, 2.494], [-0.485, 2.662, 0.742], [-1.150, 1.893, 0.928], [0.086, 2.237, 0.112], [2.291, 1.241, 2.849], [1.967, 0.414, 2.526], [2.860, 1.160, 3.585], [1.491, -1.026, -2.974], [2.337, -1.121, -2.572], [0.913, -0.723, -2.217], [0.214, 2.840, 3.413], [0.040, 2.811, 2.478], [1.072, 2.350, 3.431], [-1.867, -3.864, -1.424], [-1.328, -3.112, -1.584], [-2.402, -3.689, -0.648], [3.906, -1.082, -1.732], [4.588, -1.312, -1.129], [4.311, -1.400, -2.510], [-3.716, -2.371, 0.834], [-4.480, -2.862, 0.472], [-4.022, -2.036, 1.678], [-2.313, 2.045, -2.349], [-2.220, 1.162, -2.038], [-2.319, 2.579, -1.587], [1.652, 2.382, -0.965], [1.226, 2.904, -1.569], [1.150, 1.546, -1.079], [-1.774, -0.898, -1.854], [-1.592, -0.975, -2.744], [-0.977, -0.585, -1.362], [4.159, 1.513, -1.302], [3.910, 0.598, -1.580], [3.288, 1.885, -1.097], [-2.547, 0.563, 0.772], [-2.397, -0.081, 0.067], [-3.223, 1.186, 0.514]],
  "lowdin_charge": [-0.09, -0.38, -0.33, 0.08, 0.09, 0.04, 0.10, 0.08, -0.06, 0.01, -0.05, -0.09, 0.07, -0.03, 0.00, 0.03, 0.04, -0.09, -0.06, 0.00, -0.11, -0.05, -0.01, -0.05, -0.02, 0.00, -0.01, 0.07, 0.06, -0.05, 0.06, 0.03, -0.03, -0.03, -0.01, -0.03, 0.02, 0.02, -0.06, 0.01, -0.04, -0.12, -0.02, -0.03, -0.05, 0.03, 0.07],
  "total_charge": -1,
  "total_energy_ev": -31243.673,
  "relative_energy_ev": 1.3796,
  "orbital_gap_ev": 8.3
}

Entry 5:
{
  "formula": "C30H54P2Tl",
  "method": "ωB97M-V/def2-TZVPD",
  "symbols": ["Tl", "C", "C", "C", "C", "C", "C", "H", "H", "H", "C", "H", "H", "H", "C", "H", "H", "H", "C", "H", "H", "H", "C", "H", "H", "H", "C", "C", "C", "C", "C", "C", "C", "C", "H", "H", "H", "H", "H", "H", "H", "H", "H", "H", "H", "H", "P", "C", "H", "H", "H", "C", "H", "H", "H", "C", "H", "H", "H", "P", "C", "H", "H", "H", "C", "H", "H", "H", "C", "H", "H", "H", "C", "C", "C", "C", "C", "C", "H", "H", "H", "H", "H", "H", "H", "H", "H"],
  "positions_angstrom": [[-0.408, -0.231, -2.046], [-2.645, 1.883, 0.194], [-3.062, 1.000, -0.836], [-2.767, -0.233, 1.082], [-2.507, 1.131, 1.387], [-3.133, -0.312, -0.289], [-2.427, 3.335, 0.048], [-1.992, 3.583, -0.931], [-1.756, 3.709, 0.832], [-3.373, 3.893, 0.140], [-2.125, 1.650, 2.710], [-2.268, 2.737, 2.757], [-1.065, 1.425, 2.902], [-2.726, 1.175, 3.500], [-2.670, -1.354, 2.035], [-3.492, -1.317, 2.769], [-1.721, -1.293, 2.586], [-2.709, -2.324, 1.523], [-3.534, -1.531, -1.030], [-4.625, -1.559, -1.183], [-3.259, -2.436, -0.476], [-3.068, -1.592, -2.027], [-3.373, 1.399, -2.231], [-4.273, 2.038, -2.268], [-3.567, 0.526, -2.871], [-2.553, 1.982, -2.685], [1.606, 0.825, -3.342], [0.507, 1.640, -3.489], [-0.271, 1.703, -4.771], [-1.229, 0.540, -5.157], [-1.247, -0.732, -4.356], [-0.141, -1.553, -4.257], [1.151, -1.231, -4.946], [2.081, -0.092, -4.421], [0.413, 1.854, -5.628], [-0.999, 0.305, -6.214], [-0.886, 2.616, -4.708], [2.378, 0.489, -5.317], [2.344, 0.996, -2.548], [0.363, 2.488, -2.808], [3.009, -0.566, -4.052], [1.769, -2.147, -4.916], [-0.228, -2.582, -3.890], [0.973, -1.018, -6.017], [-2.251, 0.954, -5.141], [-2.246, -1.090, -4.085], [2.125, 2.178, 1.519], [1.948, 3.466, 2.769], [2.870, 4.058, 2.837], [1.751, 2.998, 3.744], [1.097, 4.115, 2.525], [3.858, 1.717, 1.398], [4.489, 2.499, 1.840], [4.136, 1.553, 0.351], [4.006, 0.778, 1.949], [1.466, 2.718, -0.066], [1.617, 1.951, -0.841], [1.970, 3.650, -0.377], [0.382, 2.904, 0.018], [1.035, -2.672, -0.168], [-0.110, -3.933, -0.867], [0.458, -4.838, -1.123], [-0.608, -3.542, -1.766], [-0.875, -4.169, -0.115], [2.526, -3.109, -1.146], [2.326, -3.003, -2.219], [2.819, -4.142, -0.911], [3.333, -2.418, -0.867], [1.470, -3.522, 1.393], [1.819, -4.543, 1.184], [0.584, -3.549, 2.041], [2.256, -2.947, 1.895], [1.488, 0.557, 5.354], [0.982, -0.549, 4.414], [1.935, -1.745, 4.474], [-0.410, -0.989, 4.868], [0.953, 0.010, 3.043], [1.222, 0.773, 2.107], [1.549, 0.190, 6.387], [0.806, 1.419, 5.333], [2.486, 0.898, 5.044], [2.040, -2.094, 5.509], [1.557, -2.575, 3.867], [2.928, -1.468, 4.099], [-1.139, -0.179, 4.744], [-0.749, -1.861, 4.298], [-0.391, -1.269, 5.932]],
  "lowdin_charge": [0.93, -0.27, -0.32, -0.25, -0.24, -0.32, -0.08, 0.06, 0.05, 0.09, -0.07, 0.07, 0.03, 0.08, -0.06, 0.09, 0.04, 0.06, -0.08, 0.09, 0.06, 0.03, -0.09, 0.09, 0.06, 0.05, -0.22, -0.24, -0.16, -0.16, -0.22, -0.20, -0.16, -0.17, 0.13, 0.13, 0.12, 0.13, 0.10, 0.11, 0.12, 0.12, 0.11, 0.13, 0.12, 0.11, 0.85, -0.15, 0.07, 0.05, 0.07, -0.16, 0.07, 0.06, 0.07, -0.17, 0.02, 0.09, 0.06, 0.72, -0.29, 0.05, 0.01, 0.04, -0.31, 0.03, 0.04, 0.03, -0.31, 0.05, 0.04, 0.02, -0.04, -0.60, -0.04, -0.04, 0.01, -0.09, 0.10, 0.09, 0.09, 0.10, 0.06, 0.09, 0.08, 0.08, 0.10],
  "total_charge": 1,
  "total_energy_ev": -55245.673,
  "relative_energy_ev": 0.9876,
  "orbital_gap_ev": [4.3, 4.3]
}

Entry 6:
{
  "formula": "C4H8",
  "method": "ωB97M-V/def2-TZVPD",
  "symbols": ["C", "C", "C", "C", "H", "H", "H", "H", "H", "H", "H", "H"],
  "positions_angstrom": [[0.894, 0.066, -1.110], [1.154, 0.027, 0.460], [-0.142, -0.258, -0.046], [-1.427, 0.430, 0.226], [0.657, 0.981, -1.454], [1.480, -0.621, -1.714], [1.877, -0.669, 0.946], [1.351, 1.019, 0.923], [-0.567, -2.866, 1.012], [-2.022, -0.205, 0.954], [-2.114, 0.559, -0.630], [-1.142, 1.536, 0.434]],
  "lowdin_charge": [-0.07, -0.17, -0.33, -0.10, 0.04, 0.09, 0.10, 0.10, 0.07, 0.08, 0.07, 0.11],
  "total_energy_ev": -4271.305,
  "relative_energy_ev": 5.8879,
  "orbital_gap_ev": [10.5, 7.8]
}